Entry from the OMol25 dataset: a 3-piece molecular cluster, C3H14N2O3 overall in a non-equilibrium geometry (ωB97M-V/def2-TZVPD).

Bonds (Å) are listed after each position.
Geometry (Å):
1 H 0.798 0.979 0.550  N5 1.009
2 O -0.108 2.975 -0.628  H4 0.954, H20 0.967
3 H 0.141 0.553 -1.906  O10 0.975
4 H 0.255 3.805 -0.329  O2 0.954
5 N 0.876 0.185 1.167  H1 1.009, C21 1.414, H22 1.017
6 H -2.735 0.828 -0.030  N9 1.010
7 H -1.464 0.210 2.152  C14 1.092
8 H 1.651 -2.735 0.939  O18 0.967
9 N -1.786 0.484 -0.001  H6 1.010, C14 1.460, H17 1.028
10 O 0.811 1.051 -2.409  H3 0.975, H19 0.976
11 H 0.114 -1.343 -0.924  C12 1.103
12 C 0.154 -1.889 0.033  H11 1.103, H16 1.099, O18 1.408, C21 1.545
13 H -2.201 -1.297 1.304  C14 1.198
14 C -1.527 -0.312 1.195  H7 1.092, N9 1.460, H13 1.198, C21 1.546
15 H -0.007 -1.496 2.078  C21 1.125
16 H -0.675 -2.608 -0.025  C12 1.099
17 H -1.283 1.378 0.055  N9 1.028
18 O 1.418 -2.509 0.028  H8 0.967, C12 1.408
19 H 1.561 0.566 -2.014  O10 0.976
20 H 0.262 2.580 -1.430  O2 0.967
21 C -0.081 -0.855 1.157  N5 1.414, C12 1.545, C14 1.546, H15 1.125
22 H 1.824 -0.146 1.331  N5 1.017

Summary:
**ΔE to the lowest compared entry with this formula, charge and spin**: 22.5 kcal per mole
**HOMO**: -8.882 eV
**Frontier orbital gap**: 9.641 eV
**Structure (SMILES)**: NC[C@H](N)CO.O.O